# 1
This record from OMol25 describes a cluster of 9 separate species, H18O9 in total. The level of theory is wB97M-V/def2-TZVPD.

## Properties
- SMILES: O.O.O.O.O.O.O.O.O
- HOMO-LUMO gap: 10.69 eV

Each line ends with the natural charge from an NBO analysis.
Positions of all 27 atoms, in Å:
O: -0.979 -0.554 -0.423  -0.935
H: -0.137 -0.095 -0.523  0.460
H: -1.287 -0.291 0.452  0.474
O: -0.168 0.537 3.913  -0.938
H: -0.350 0.430 4.853  0.475
H: -0.981 0.913 3.558  0.464
O: 2.169 -0.032 0.647  -0.944
H: 1.513 0.570 0.277  0.464
H: 1.691 -0.503 1.339  0.482
O: 3.154 2.793 -2.009  -0.948
H: 2.919 2.984 -1.094  0.458
H: 2.693 1.969 -2.202  0.487
O: -3.499 -2.537 -2.266  -0.929
H: -3.319 -2.710 -3.197  0.464
H: -4.456 -2.427 -2.229  0.465
O: -3.846 3.440 0.611  -0.933
H: -4.618 3.930 0.915  0.470
H: -3.376 3.217 1.423  0.463
O: -0.970 -3.180 0.698  -0.948
H: -0.510 -4.028 0.701  0.462
H: -0.458 -2.638 0.087  0.482
O: 0.852 1.095 -2.500  -0.963
H: 0.403 0.314 -2.842  0.487
H: 0.138 1.715 -2.315  0.482
O: 4.606 -1.749 0.353  -0.946
H: 4.107 -0.955 0.578  0.485
H: 4.708 -2.209 1.194  0.459

# 2
This record from OMol25 describes a cluster of 9 separate species, H18O9 in total. The level of theory is wB97M-V/def2-TZVPD.

## Properties
- SMILES: O.O.O.O.O.O.O.O.O
- HOMO-LUMO gap: 10.17 eV

Each line ends with the natural charge from an NBO analysis.
Positions of all 27 atoms, in Å:
O: 4.055 10.998 -10.270  -0.963
H: 4.575 11.266 -11.050  0.489
H: 3.688 10.141 -10.504  0.456
O: 1.398 12.259 -11.845  -0.945
H: 1.181 11.455 -12.326  0.464
H: 2.355 12.342 -11.929  0.481
O: 4.970 9.877 -14.665  -0.997
H: 5.639 10.338 -15.201  0.484
H: 4.850 10.429 -13.875  0.482
O: 7.679 10.926 -12.615  -0.983
H: 8.339 10.601 -11.990  0.499
H: 7.333 10.131 -13.046  0.512
O: 8.816 13.390 -12.675  -0.967
H: 8.525 12.458 -12.755  0.489
H: 8.363 13.854 -13.386  0.468
O: 7.211 11.056 -15.799  -0.949
H: 7.692 11.738 -15.319  0.479
H: 7.895 10.521 -16.216  0.485
O: 4.958 11.912 -12.698  -0.993
H: 5.925 11.859 -12.699  0.496
H: 4.754 12.777 -13.085  0.511
O: 3.601 14.254 -13.538  -0.965
H: 3.276 15.121 -13.276  0.490
H: 2.962 13.938 -14.186  0.487
O: 6.823 13.556 -10.475  -0.957
H: 6.391 14.412 -10.539  0.464
H: 7.590 13.618 -11.061  0.483

# 3
This record from OMol25 describes a cluster of 9 separate species, H18O9 in total. The level of theory is wB97M-V/def2-TZVPD.

## Properties
- SMILES: O.O.O.O.O.O.O.O.O
- HOMO-LUMO gap: 10.92 eV

Each line ends with the natural charge from an NBO analysis.
Positions of all 27 atoms, in Å:
O: 1.814 0.780 -3.501  -0.961
H: 1.248 0.069 -3.168  0.494
H: 2.340 0.389 -4.205  0.474
O: 0.694 2.344 1.028  -0.955
H: 0.159 2.739 1.724  0.485
H: 1.583 2.305 1.395  0.485
O: -2.842 1.743 -0.596  -0.937
H: -2.345 2.266 0.039  0.466
H: -2.326 0.935 -0.683  0.470
O: 0.726 -1.445 3.318  -0.953
H: 0.515 -0.504 3.304  0.481
H: 1.645 -1.497 3.592  0.466
O: 3.106 0.444 -0.941  -0.967
H: 2.406 0.457 -0.282  0.461
H: 2.654 0.633 -1.777  0.489
O: -1.964 -3.098 -0.983  -0.962
H: -1.456 -2.607 -0.325  0.485
H: -1.877 -4.018 -0.721  0.477
O: -1.016 0.793 3.320  -0.969
H: -1.746 1.149 3.833  0.482
H: -1.396 0.061 2.819  0.492
O: -0.204 -1.012 -2.493  -0.973
H: -1.166 -1.062 -2.487  0.499
H: 0.078 -1.933 -2.463  0.496
O: -0.292 -0.284 0.314  -1.003
H: -0.263 -0.265 -0.652  0.481
H: -0.076 0.619 0.594  0.495

# 4
This record from OMol25 describes a structure of composition H18O9. The level of theory is wB97M-V/def2-TZVPD.

## Properties
- HOMO-LUMO gap: 7.82 eV

Each line ends with the natural charge from an NBO analysis.
Positions of all 27 atoms, in Å:
H: -0.503 0.043 0.002  0.462
H: -1.109 1.284 -0.486  0.427
H: -1.325 -0.432 1.405  0.482
H: -2.717 -0.261 0.735  0.484
H: -0.970 -0.500 4.305  0.465
H: -0.222 -1.598 5.031  0.471
H: 1.045 2.941 0.595  0.467
H: 2.143 3.937 0.230  0.458
H: -1.930 0.080 -3.770  0.468
H: -1.809 -0.981 -4.863  0.472
H: 2.688 -1.718 -2.964  0.458
H: 3.172 -0.635 -2.081  0.472
H: 0.590 0.282 -2.262  0.479
H: 1.419 1.595 -2.224  0.426
H: -0.046 -3.575 1.290  0.467
H: 0.972 -3.929 0.322  0.459
H: -1.053 2.685 1.403  0.467
H: -1.632 2.286 2.757  0.463
O: -0.262 0.800 -0.517  -0.903
O: -1.817 -0.614 0.682  -0.941
O: -0.713 -1.439 4.247  -0.936
O: 1.988 3.069 0.709  -0.926
O: -1.503 -0.682 -4.016  -0.940
O: 2.950 -1.641 -2.070  -0.930
O: 0.798 1.097 -1.812  -0.916
O: 0.727 -4.157 1.151  -0.926
O: -0.882 2.064 2.202  -0.931

# 5
This record from OMol25 describes a cluster of 9 separate species, H18O9 in total. The level of theory is wB97M-V/def2-TZVPD.

## Properties
- Net charge: +1
- 2S+1: 2
- HOMO-LUMO gap (spin up / spin down): 9.38 / 2.13 eV

Each line ends with the natural charge from an NBO analysis.
Positions of all 27 atoms, in Å:
O: -0.583 2.419 -0.733  -1.005
H: 0.119 1.819 -0.559  0.516
H: -0.506 3.339 -0.495  0.502
O: 2.046 -2.581 -1.968  -0.977
H: 1.304 -2.271 -1.459  0.481
H: 1.878 -3.162 -2.706  0.496
O: -2.062 1.202 2.623  -0.863
H: -1.686 1.357 3.476  0.517
H: -3.000 1.383 2.522  0.461
O: -3.269 0.514 -0.815  -0.620
H: -2.490 1.213 -0.948  0.546
H: -4.097 0.766 -1.227  0.511
O: 4.619 -1.159 -0.258  -0.943
H: 4.499 -2.058 -0.618  0.486
H: 4.256 -0.624 -0.986  0.459
O: 0.397 -1.079 0.583  -0.967
H: -0.028 -0.479 1.198  0.483
H: 1.292 -0.828 0.364  0.484
O: 2.021 2.151 -0.986  -0.952
H: 2.196 1.229 -0.745  0.466
H: 2.764 2.625 -0.502  0.495
O: -3.365 2.867 1.112  -0.561
H: -3.560 1.938 1.273  0.470
H: -2.413 2.819 0.922  0.515
O: 0.117 -4.408 0.294  -0.955
H: 0.295 -4.692 1.176  0.480
H: -0.303 -3.556 0.227  0.475

# 6
This record from OMol25 describes a structure of composition H18O9Xe. The level of theory is wB97M-V/def2-TZVPD.

## Properties
- HOMO-LUMO gap: 10.22 eV

Each line ends with the natural charge from an NBO analysis.
Positions of all 28 atoms, in Å:
Xe: -6.936 -15.337 -2.854  0.001
O: -4.768 -15.138 -5.484  -0.959
H: -3.917 -14.778 -5.734  0.488
H: -5.025 -15.684 -6.227  0.484
O: -4.828 -15.142 0.455  -0.957
H: -4.162 -15.406 1.090  0.461
H: -4.668 -15.700 -0.306  0.488
O: -10.194 -17.962 -2.294  -0.946
H: -10.044 -18.888 -2.484  0.472
H: -9.722 -17.806 -1.475  0.474
O: -4.282 -17.698 -3.734  -0.950
H: -4.894 -18.433 -3.717  0.476
H: -4.660 -17.085 -4.365  0.498
O: -3.773 -12.581 -1.576  -0.928
H: -4.514 -12.473 -2.172  0.464
H: -3.251 -13.282 -1.967  0.464
O: -9.662 -14.243 -5.279  -0.950
H: -10.145 -14.963 -4.874  0.480
H: -10.261 -13.895 -5.940  0.480
O: -9.209 -18.218 -5.569  -0.936
H: -8.318 -18.556 -5.479  0.461
H: -9.305 -17.600 -4.844  0.474
O: -3.739 -17.245 -1.175  -0.986
H: -3.950 -17.454 -2.085  0.492
H: -2.924 -17.718 -1.004  0.470
O: -7.092 -13.940 -6.638  -0.978
H: -7.921 -14.085 -6.182  0.487
H: -6.421 -14.153 -5.989  0.473

# 7
This record from OMol25 describes a cluster of 10 separate species, H19O10 in total. The level of theory is wB97M-V/def2-TZVPD.

## Properties
- Net charge: -1
- HOMO-LUMO gap: 8.03 eV

Each line ends with the natural charge from an NBO analysis.
Positions of all 29 atoms, in Å:
O: -1.511 1.168 0.075  -1.118
H: -2.075 1.181 -0.891  0.500
H: 0.461 0.342 -2.632  0.488
O: 0.194 3.730 -1.375  -0.970
H: 0.736 3.153 -1.956  0.470
H: -1.841 -2.455 1.686  0.470
O: 0.821 0.444 -3.520  -0.976
H: -0.486 3.109 -0.986  0.499
H: 0.705 -0.423 -3.905  0.466
O: 2.676 -2.000 2.372  -0.945
H: 2.014 1.083 1.448  0.478
H: -2.087 0.650 0.635  0.448
O: 2.369 1.360 2.291  -0.948
H: -0.262 -2.598 -1.098  0.501
H: 2.548 -1.515 3.201  0.474
O: -1.954 0.644 -2.129  -1.142
H: -1.450 1.340 -2.518  0.431
H: -0.952 -0.439 -1.820  0.513
O: -0.589 1.710 3.735  -0.951
H: 0.134 2.300 3.569  0.467
H: -0.754 1.451 2.761  0.482
O: -0.049 -3.480 -0.734  -1.001
H: 0.710 -3.798 -1.234  0.457
H: 3.297 1.510 2.174  0.470
O: -0.154 -0.975 -1.469  -1.044
H: 0.106 -0.460 -0.699  0.480
O: -2.524 -2.779 1.117  -0.960
H: 2.153 -1.543 1.719  0.472
H: -2.238 -2.705 0.186  0.490

# 8
This record from OMol25 describes a cluster of 10 separate species, H19O10 in total. The level of theory is wB97M-V/def2-TZVPD.

## Properties
- Net charge: -1
- HOMO-LUMO gap: 9.49 eV

Each line ends with the natural charge from an NBO analysis.
Positions of all 29 atoms, in Å:
O: 3.754 0.404 -1.210  -0.966
H: 3.413 -0.468 -1.441  0.465
H: 2.891 0.874 -1.247  0.484
O: -1.385 0.177 -2.487  -1.031
H: -0.886 0.465 -3.255  0.463
H: -0.539 0.074 -1.900  0.524
O: -2.756 2.519 -1.650  -0.974
H: -2.271 1.875 -2.180  0.492
H: -2.100 2.649 -0.954  0.462
O: 1.432 0.182 0.565  -1.046
H: 2.342 0.733 3.387  0.455
H: 1.337 0.940 -2.636  0.444
O: 2.883 0.125 2.875  -0.959
H: -3.969 -0.980 -2.001  0.484
H: 1.497 -0.778 0.500  0.480
O: -1.518 -2.118 1.089  -0.927
H: -1.786 -1.584 1.839  0.477
H: -1.964 -1.680 0.361  0.456
O: -0.552 1.659 1.459  -0.985
H: -0.220 2.446 1.007  0.448
H: 0.282 1.136 1.266  0.494
O: -3.742 -1.537 -1.269  -0.941
H: -2.953 -1.232 -0.839  0.457
H: 2.281 0.110 2.089  0.491
O: 1.062 0.371 -1.926  -1.254
H: 1.316 0.383 -0.452  0.526
O: 0.777 -2.008 2.809  -0.966
H: 0.319 -1.753 2.031  0.472
H: 1.390 -1.276 2.970  0.474

# 9
This record from OMol25 describes a cluster of 2 separate species, H2 in total. The level of theory is wB97M-V/def2-TZVPD.

## Properties
- Net charge: -1
- 2S+1: 2
- HOMO-LUMO gap (spin up / spin down): 8.02 / 12.97 eV

Each line ends with the Mulliken charge.
Positions of all 2 atoms, in Å:
H: 0.062 -0.301 0.415  -0.500
H: -0.062 0.301 -0.415  -0.500

Energy relative to the best compared isomer or geometry (same formula, charge and spin) across the listed records, respectively: 67.1 46.0 44.7 184.5 58.7 20.5 39.1 29.8 4.2 kcal per mole.